[1]
{"formula": "C34H30MoN3O2PSe3Te", "method": "wB97M-V/def2-TZVPD", "species": ["H", "C", "P", "H", "H", "C", "Se", "H", "C", "C", "N", "C", "C", "H", "C", "H", "C", "C", "H", "C", "H", "C", "N", "H", "C", "H", "H", "H", "C", "H", "Se", "O", "H", "H", "C", "H", "O", "C", "C", "C", "C", "H", "H", "H", "H", "C", "C", "C", "C", "N", "H", "C", "C", "C", "H", "H", "H", "C", "H", "H", "C", "C", "Te", "Se", "H", "C", "Mo", "H", "C", "C", "C", "H", "C", "C", "H"], "coordinates": [[0.782338, 2.409517, 4.404347], [-4.851389, 1.560857, 0.717896], [-0.150808, -1.032767, -0.582910], [-0.091210, -3.977980, -4.598824], [2.723071, 2.368757, 0.304598], [-3.459239, 1.572968, 0.596170], [2.684868, 2.595188, -2.647286], [4.627464, -0.632758, -1.653034], [0.800887, 2.127259, 1.774425], [-0.462900, -1.916122, -5.071967], [-0.392434, 2.112893, 2.306718], [2.009172, -0.889361, 1.204263], [-0.582410, 0.991860, -2.651685], [0.117986, -3.563048, -2.172881], [-2.571149, 1.781166, 1.697339], [5.329789, -0.374118, 0.713583], [3.216277, 2.783752, 2.085442], [3.354508, -0.670600, 1.481539], [5.225711, 3.358649, 2.497757], [-4.989677, 1.278057, -1.642634], [-6.704813, 1.394606, -0.340592], [-3.169427, -1.895193, -0.549498], [-1.319746, 1.793831, 1.361586], [-0.565824, -2.098978, -6.134089], [4.260115, 3.152650, 2.939916], [-2.164075, -5.962277, 1.451074], [1.102053, -3.312812, 0.715086], [4.877883, 3.525002, 4.943136], [-2.197403, -2.862187, 0.058109], [1.336089, -0.264745, 3.141655], [4.619429, 3.669572, -2.302370], [3.510092, 2.705175, 0.774994], [-2.864960, -1.600696, -1.557119], [-3.707438, -4.314752, 0.468840], [-0.071131, -2.738779, -2.849771], [-5.553592, 1.168907, -2.557714], [1.019458, 1.821114, 0.523997], [1.766925, 2.617434, 4.008213], [-0.829433, -2.572391, 0.142357], [0.040837, -3.520852, 0.678839], [4.055372, 3.242006, 4.298176], [0.969418, -1.948798, 2.764044], [-2.893922, 1.982221, 2.710098], [2.643650, 3.033520, 5.912128], [-3.086231, 1.199836, -2.633333], [-0.427678, -4.735006, 1.154837], [-0.211460, -1.448066, -2.351839], [-1.782057, -5.017532, 1.086407], [-0.195190, -2.972964, -4.211124], [-2.840812, 1.419632, -0.603776], [-4.164157, -2.335417, -0.610903], [1.616702, -1.037257, -0.135637], [-2.649927, -4.087711, 0.536333], [2.802746, 2.968297, 4.844468], [0.265746, -5.455437, 1.568605], [3.659496, -0.535677, 2.513286], [0.019376, -0.659533, 2.038130], [3.903860, -0.718319, -0.852946], [-0.806411, 1.746036, -3.409553], [0.440959, 1.310559, -2.228806], [-0.589923, -0.626474, -4.580808], [1.942923, 2.523496, 2.621688], [0.958353, 4.453083, -2.933434], [-0.817303, 3.954414, -1.209288], [-5.292902, 1.680667, 1.697465], [1.028452, -0.942123, 2.343967], [-0.674045, 1.458715, -0.612008], [-3.235069, -0.989569, 0.051548], [2.570553, -0.951583, -1.150823], [4.295193, -0.576070, 0.469006], [-5.625649, 1.406304, -0.408900], [2.270316, -1.049542, -2.187041], [-3.614754, 1.293705, -1.697228], [-0.461924, -0.372696, -3.214976], [-0.779596, 0.198456, -5.257271]], "atomic_forces_ev_per_a": [[0.0, 0.0, 0.0], [0.0, 0.0, -0.1], [0.0, 0.1, 0.0], [0.0, 0.0, 0.0], [0.1, 0.0, 0.0], [-0.1, 0.0, 0.0], [0.0, 0.2, 0.0], [0.0, 0.0, 0.0], [0.2, 0.3, -0.1], [0.0, 0.0, 0.0], [0.0, 0.0, 0.3], [0.0, 0.0, 0.0], [0.2, 0.1, 0.2], [0.0, 0.0, 0.0], [0.1, 0.0, 0.0], [0.0, 0.0, 0.0], [0.0, 0.0, 0.0], [0.0, 0.0, 0.0], [0.0, 0.0, 0.0], [0.1, 0.0, 0.0], [0.0, 0.0, 0.0], [-0.1, 0.0, 0.0], [-0.2, 0.0, -0.3], [0.0, 0.0, 0.0], [0.0, 0.0, -0.1], [0.0, 0.0, 0.0], [0.0, 0.0, 0.0], [0.0, 0.0, 0.0], [0.0, 0.0, 0.0], [0.0, 0.0, 0.0], [0.0, -0.1, 0.0], [-0.1, 0.0, 0.1], [0.0, 0.0, 0.0], [0.0, 0.0, 0.0], [0.0, 0.1, 0.0], [0.0, 0.0, 0.0], [-0.2, 0.1, 0.2], [-0.1, 0.0, 0.0], [0.1, -0.1, 0.1], [0.0, 0.0, 0.0], [0.0, 0.0, 0.0], [0.0, 0.0, 0.0], [0.0, 0.0, 0.0], [0.0, 0.0, 0.0], [0.0, 0.0, 0.0], [0.0, 0.0, 0.0], [0.0, 0.0, -0.1], [0.0, 0.0, 0.0], [0.0, 0.0, 0.0], [0.1, -0.1, 0.0], [0.0, 0.0, 0.0], [0.1, 0.0, -0.1], [0.0, 0.0, 0.0], [0.0, 0.0, 0.1], [0.0, 0.0, 0.0], [0.0, 0.0, 0.0], [0.0, 0.0, 0.0], [0.0, 0.0, 0.0], [-0.1, 0.0, 0.0], [0.0, -0.1, -0.3], [0.0, 0.0, 0.1], [0.1, -0.2, -0.1], [-0.1, -0.1, -0.1], [0.1, 0.0, 0.2], [0.0, 0.0, 0.0], [0.0, 0.0, 0.1], [0.0, 0.0, 0.1], [0.0, 0.0, 0.0], [0.0, 0.0, 0.0], [0.0, 0.0, 0.0], [0.1, 0.0, 0.1], [0.0, 0.0, 0.0], [-0.1, 0.0, -0.1], [0.0, -0.3, -0.1], [0.0, 0.0, 0.0]], "e_homo_ev": [-6.61, -6.89], "spin_multiplicity": 3, "s2": 2.0217}



[2]
{"formula": "C34H30N4O4S2V", "method": "wB97M-V/def2-TZVPD", "species": ["C", "H", "C", "H", "S", "C", "C", "C", "C", "H", "H", "O", "C", "C", "C", "C", "C", "N", "H", "H", "C", "S", "H", "H", "C", "H", "C", "C", "V", "C", "H", "C", "C", "H", "H", "C", "H", "H", "H", "C", "N", "C", "H", "C", "H", "H", "H", "H", "H", "C", "H", "C", "O", "H", "H", "H", "C", "H", "C", "C", "H", "N", "C", "C", "O", "N", "H", "H", "C", "C", "C", "C", "O", "C", "H"], "coordinates": [[-0.768700, -4.546290, 0.192910], [0.248573, -4.391921, -2.962049], [-2.080315, -2.022970, 3.052622], [3.513604, 2.617619, 5.241385], [-0.192661, -1.553514, -0.849455], [-0.075797, -2.591306, -2.170277], [-1.459642, -2.762832, 4.048968], [-2.427928, 3.322049, -1.758594], [3.990920, 3.641133, -2.192903], [-5.444280, 4.858845, -1.454936], [-0.051623, -2.657413, -4.235698], [1.497686, 0.948730, -1.919850], [1.133287, 1.542931, 3.108440], [0.149860, -7.122182, -0.288960], [0.278586, -6.147737, -1.261230], [4.252245, 1.305163, -2.704853], [-0.120765, -2.543409, 4.348638], [1.200074, 3.174850, -2.078521], [-3.668761, -0.478550, -3.147992], [-3.259770, -0.959666, -1.484250], [-0.171781, -4.848463, -1.028824], [0.858277, 0.417404, 1.716046], [-0.727643, 4.681296, -1.851512], [-2.019929, -3.509109, 4.597674], [-4.242524, 1.695525, -1.677114], [0.508591, -8.123764, -0.486913], [0.082767, 2.362847, 3.487028], [-3.375690, 4.350021, -1.655934], [-0.274332, 0.798641, -1.691764], [2.369690, 1.625629, 3.725313], [0.739488, -6.392450, -2.212651], [-0.034864, -0.840690, 2.673474], [5.316165, 3.858357, -2.522586], [0.362623, -3.122344, 5.124942], [-0.547988, 3.912903, 4.817354], [2.549814, 2.538590, 4.755535], [6.195089, 0.706125, -3.380399], [-0.860838, 2.291565, 2.959778], [-4.791032, -1.487172, -2.211199], [-2.864083, 1.964111, -1.748207], [-0.020901, -3.938211, -2.103038], [0.269187, 3.271002, 4.515530], [5.735164, 4.853703, -2.444687], [2.008526, 2.139569, -2.057903], [-0.005739, -1.074254, -3.493049], [-1.822000, -0.466290, 1.573828], [3.824540, 0.312410, -2.767124], [-1.351462, -5.280977, 2.108143], [-6.195392, 2.490892, -1.484897], [-1.363890, -1.058412, 2.357447], [-3.031799, 5.378021, -1.650792], [-0.432438, -6.818749, 0.932562], [-1.930821, 1.032702, -1.785915], [1.644917, -1.413511, 3.891674], [3.188731, 0.992769, 3.403550], [-0.532226, -7.581154, 1.693438], [-4.716601, 4.063846, -1.549466], [-1.136187, -3.553059, 0.384421], [-0.889243, -5.530656, 1.161561], [-1.032659, 3.637985, -1.848045], [7.140632, 2.985222, -3.246754], [-0.083292, 2.741835, -1.951488], [0.600293, -1.583037, 3.656884], [5.577486, 1.528981, -3.042596], [-4.802579, 0.442605, -1.662860], [0.028113, -2.084728, -3.412105], [-3.121922, -2.192244, 2.812178], [3.355060, 4.449830, -1.861483], [1.503007, 3.358562, 5.149198], [3.440163, 2.361399, -2.296659], [-5.145160, 2.739465, -1.563685], [-4.072630, -0.670313, -2.150673], [-0.178313, 1.070523, 0.874119], [6.111834, 2.806102, -2.960956], [1.651235, 4.075621, 5.946229]], "atomic_forces_ev_per_a": [[0.0, 0.1, -0.2], [0.0, 0.0, 0.0], [0.0, 0.0, 0.0], [0.0, 0.0, 0.0], [-0.1, -0.4, 0.0], [0.2, 0.1, -0.2], [0.0, 0.0, 0.0], [-0.7, -0.5, 0.0], [-0.1, -0.1, 0.0], [0.0, 0.0, 0.0], [0.0, 0.0, 0.0], [4.5, 0.1, -0.8], [-0.1, 0.0, -0.2], [0.0, -0.1, 0.0], [0.0, 0.1, -0.1], [-0.2, 0.0, 0.1], [0.0, 0.0, 0.0], [1.1, 0.5, -0.3], [0.0, 0.0, 0.0], [0.0, 0.1, 0.0], [0.0, -0.1, 0.2], [0.3, -0.2, 0.9], [0.0, 0.0, 0.0], [0.0, 0.0, 0.0], [-0.1, -0.3, 0.0], [0.0, 0.0, 0.0], [-0.1, 0.0, 0.0], [0.3, 0.1, 0.0], [2.3, -2.1, 1.6], [0.0, -0.1, -0.1], [0.0, 0.0, 0.0], [0.0, 0.1, -0.1], [0.1, 0.0, 0.0], [0.0, 0.0, 0.0], [0.0, 0.0, 0.0], [0.0, 0.0, 0.1], [0.0, 0.0, 0.0], [0.0, 0.0, 0.0], [0.0, 0.0, 0.0], [0.3, 1.0, 0.0], [0.0, -0.1, 0.0], [0.0, 0.0, 0.0], [0.0, 0.0, 0.0], [-1.3, 0.6, 0.0], [0.0, 0.0, -0.1], [0.0, 0.0, 0.0], [0.0, 0.0, 0.0], [0.0, 0.0, 0.0], [0.0, 0.0, 0.0], [0.0, 0.1, -0.1], [0.0, 0.0, 0.0], [0.0, 0.0, 0.0], [-6.7, 0.2, -0.6], [0.0, 0.0, 0.0], [0.0, 0.0, 0.0], [0.0, 0.0, 0.0], [-0.1, -0.1, 0.0], [0.0, 0.1, 0.1], [0.0, -0.1, 0.0], [1.1, -0.3, -0.1], [0.0, 0.0, 0.0], [-1.0, 1.1, 0.2], [0.1, 0.0, 0.0], [0.1, 0.0, 0.0], [0.1, 0.1, 0.2], [0.0, -0.1, 0.2], [0.0, 0.0, 0.0], [0.0, 0.0, 0.0], [0.0, 0.0, 0.0], [0.4, -0.1, 0.0], [0.1, 0.1, 0.0], [0.0, -0.2, -0.1], [-0.3, 0.1, -0.4], [0.0, 0.0, 0.0], [0.0, 0.0, 0.0]], "e_homo_ev": [-5.57, -7.29], "spin_multiplicity": 4, "s2": 3.7823}



[3]
{"formula": "C34H31BaN7O4S2Se", "method": "wB97M-V/def2-TZVPD", "species": ["H", "C", "C", "C", "H", "C", "C", "H", "C", "H", "S", "H", "O", "H", "C", "C", "C", "H", "C", "H", "H", "H", "H", "H", "N", "H", "C", "C", "Ba", "H", "O", "H", "C", "H", "C", "H", "C", "H", "Se", "C", "C", "S", "O", "N", "N", "H", "H", "H", "C", "C", "C", "H", "H", "C", "N", "O", "C", "H", "H", "C", "C", "H", "C", "C", "H", "C", "H", "C", "C", "H", "N", "N", "H", "H", "C", "N", "C", "C", "C", "C"], "coordinates": [[-0.753779, 3.248149, -4.359250], [-0.411826, -1.510087, -3.025003], [-4.674589, -2.649281, -3.248838], [3.783643, -2.467603, 0.499538], [6.454477, -3.536401, -1.307327], [5.746549, -1.551943, -1.382974], [1.406480, 1.774298, -2.668569], [3.025608, -2.780366, 1.210630], [1.483576, -2.636262, -3.394635], [2.863632, 4.230875, 3.350430], [0.613397, -2.304028, 2.435394], [1.864052, -2.793291, -1.204943], [1.743487, 6.401210, 2.770721], [-2.093017, -1.061769, 7.267099], [2.195239, 2.330669, 2.614978], [-4.694503, -0.282557, -2.375707], [3.771750, -1.100843, 0.049289], [1.384594, -2.331244, 5.110623], [0.391280, -2.031993, -4.047083], [-5.528663, -2.445210, -3.899025], [-3.269822, -0.806399, 5.114102], [3.202844, 1.557468, 4.331100], [-1.375347, 1.630802, -4.670034], [4.124521, 1.427540, 2.824301], [4.690104, 0.649757, -1.215230], [-5.591818, -1.959271, -1.423038], [-2.242421, -1.151673, 5.129666], [1.252583, -2.452354, -2.026781], [-0.523210, -0.274677, 0.421144], [-6.820695, -0.155979, -2.528359], [-1.013083, 2.069514, 0.218184], [1.395044, -0.166323, -3.621622], [5.718410, -2.829622, -0.942333], [-2.365344, 3.581100, -2.520014], [-2.192028, 2.567316, -2.887340], [6.484915, -1.203891, -2.093133], [-0.297372, -1.874099, 3.898159], [-2.392245, 3.034803, -5.002270], [3.310412, 1.323067, -0.322849], [4.735963, -3.290119, 0.007940], [-1.649237, -1.432414, 3.893994], [-2.659381, -1.229727, 2.444518], [-0.006422, 6.106080, 1.381849], [1.212513, 2.001712, 1.807241], [2.234173, 3.676279, 2.792510], [4.767465, -4.324456, 0.327126], [-3.831992, -1.966384, -1.391545], [0.196115, -1.980215, -5.109074], [-5.893845, 1.733711, -2.952705], [-3.478936, 1.789798, -2.788900], [0.352639, -1.999114, 5.129215], [-1.996443, -0.632889, -4.204981], [0.287154, -1.839994, 7.267981], [-1.648029, 2.625495, -4.314120], [-2.283550, -0.256761, -2.194366], [-1.164764, 4.287453, 0.291206], [-4.694499, 2.422695, -3.026520], [-0.661488, 5.151864, 0.771532], [-1.445564, 2.119229, -2.233596], [4.761373, -0.628493, -0.888190], [1.219387, 4.239916, 2.068160], [2.735968, 0.359383, 3.101055], [0.979179, 5.718341, 2.087028], [-0.602950, 3.166274, 0.597773], [-3.765935, -2.486885, -3.830633], [-3.491363, 0.424504, -2.480540], [-6.830361, 2.245473, -3.139377], [0.592673, 3.184596, 1.468306], [-1.633063, -0.757725, -3.176344], [2.318404, -3.151221, -3.845635], [0.119522, -1.764620, -1.802240], [1.413538, 0.799940, -3.303082], [-4.704770, -3.702009, -2.962380], [-4.688991, 3.479031, -3.274154], [3.124485, 1.364952, 3.259963], [2.896187, -0.208706, 0.471364], [-4.699048, -1.746148, -2.015808], [-1.581579, -1.290983, 6.338205], [-5.886433, 0.388831, -2.617607], [-0.260728, -1.721348, 6.339076]], "atomic_forces_ev_per_a": [[0.0, 0.0, 0.0], [-0.4, 0.0, -0.1], [0.0, 0.0, 0.0], [-0.1, 0.2, -0.1], [0.0, 0.0, 0.0], [-0.1, 0.2, 0.0], [-0.2, 0.2, -0.4], [0.0, 0.0, 0.0], [-0.1, 0.1, -0.1], [0.0, 0.0, 0.0], [0.0, 0.0, 0.3], [0.0, 0.0, 0.0], [0.0, 0.0, 0.0], [0.0, 0.0, 0.0], [-0.1, -0.2, 0.0], [-0.1, 0.0, 0.1], [0.0, -0.2, 0.2], [0.0, 0.0, 0.0], [0.1, -0.1, 0.0], [0.0, 0.0, 0.0], [0.0, 0.0, 0.0], [0.0, 0.0, 0.0], [0.0, 0.0, 0.0], [0.0, 0.0, 0.0], [-0.1, 0.0, 0.1], [0.0, 0.0, 0.0], [-0.1, 0.1, 0.1], [0.0, 0.1, -0.1], [0.2, -1.5, 0.5], [0.0, 0.0, 0.0], [-0.5, 1.4, -0.4], [-0.1, -0.1, -0.1], [-0.1, -0.1, 0.1], [0.0, 0.0, 0.0], [0.0, -0.1, 0.0], [0.0, 0.0, 0.0], [0.0, -0.1, -0.4], [0.0, 0.0, 0.0], [0.2, -0.1, 0.2], [0.2, 0.0, -0.1], [0.0, 0.0, -0.3], [0.2, 0.0, 0.1], [0.0, 0.4, 0.1], [-0.2, 0.1, 0.0], [0.0, 0.1, -0.1], [0.0, 0.0, 0.0], [-0.1, 0.0, 0.1], [0.0, 0.0, 0.0], [0.0, 0.0, 0.0], [0.0, 0.0, 0.0], [0.1, 0.0, 0.1], [0.0, 0.0, 0.0], [0.0, 0.0, 0.0], [0.0, 0.0, 0.0], [0.2, 0.0, -0.1], [0.0, -0.4, 0.0], [0.0, 0.0, -0.1], [0.2, -0.1, 0.1], [0.0, 0.1, 0.0], [0.2, -0.2, -0.1], [0.1, 0.0, 0.1], [0.0, 0.0, 0.0], [0.1, -0.1, 0.0], [0.0, 0.4, 0.1], [0.0, 0.0, 0.0], [0.1, 0.0, 0.0], [0.0, 0.0, 0.0], [0.0, 0.0, -0.1], [0.1, -0.1, 0.1], [0.0, 0.0, 0.0], [0.2, -0.1, 0.0], [0.2, 0.0, 0.3], [0.0, 0.0, 0.0], [0.0, 0.0, 0.0], [0.0, 0.0, 0.1], [0.1, 0.2, -0.2], [0.0, 0.0, 0.0], [0.0, 0.0, 0.0], [0.0, 0.0, 0.0], [0.0, 0.0, 0.0]], "e_homo_ev": -1.14, "total_charge": -2}



Energy relative to the best compared isomer or geometry (same formula, charge and spin), respectively: 22.6, 17.2, 29.9 kcal/mol.